{"formula": "C30H84N6O12", "method": "ωB97M-V/def2-TZVPD", "symbols": ["O", "O", "O", "O", "O", "O", "O", "O", "O", "O", "O", "O", "N", "N", "N", "N", "N", "N", "C", "C", "C", "C", "C", "C", "C", "C", "C", "C", "C", "C", "C", "C", "C", "C", "C", "C", "C", "C", "C", "C", "C", "C", "C", "C", "C", "C", "C", "C", "H", "H", "H", "H", "H", "H", "H", "H", "H", "H", "H", "H", "H", "H", "H", "H", "H", "H", "H", "H", "H", "H", "H", "H", "H", "H", "H", "H", "H", "H", "H", "H", "H", "H", "H", "H", "H", "H", "H", "H", "H", "H", "H", "H", "H", "H", "H", "H", "H", "H", "H", "H", "H", "H", "H", "H", "H", "H", "H", "H", "H", "H", "H", "H", "H", "H", "H", "H", "H", "H", "H", "H", "H", "H", "H", "H", "H", "H", "H", "H", "H", "H", "H", "H"], "coordinates": [[6.53386, -1.34986, -3.14284], [-2.03239, 6.57032, -1.63483], [-1.95883, -1.54061, -3.75355], [2.52611, 6.40920, 0.61143], [-1.21976, -4.09348, 3.78932], [-3.11865, -3.54585, -2.21796], [-2.92516, 0.26009, 4.03993], [0.92060, -0.03935, 1.72689], [2.61046, -2.38019, 1.71802], [-6.51232, 1.32337, -0.19571], [1.49273, 2.16097, 3.17651], [4.44620, -3.44112, -3.73878], [3.03122, 1.36261, 4.50034], [2.51280, 4.72278, 2.15924], [-2.96339, -2.74014, 3.93403], [-1.05507, -1.92257, 3.33957], [1.61445, 2.63879, 5.35495], [2.11193, 4.25531, 0.20867], [7.20633, -2.76535, -1.33029], [-1.70729, -2.99239, 3.67631], [-4.20257, 6.04079, -0.78573], [-2.70283, 6.21928, -0.40602], [2.28451, -3.69333, 1.42907], [3.78219, -2.98908, -4.80874], [6.57435, -1.44841, -1.72099], [-0.80940, 1.12116, 0.40552], [1.46192, -3.64905, 0.10924], [0.30863, -0.01118, 0.43572], [2.42547, 5.22915, 0.96494], [-1.95865, 4.98594, 0.12371], [-5.10231, -2.48690, -1.52931], [-2.85434, -1.77786, -0.50261], [4.68950, -3.01578, -6.02217], [5.10086, -1.27122, -1.18334], [-0.15305, -3.15361, -3.45809], [-1.58652, 1.20712, 5.82799], [-5.93921, 3.27648, 1.19626], [3.17561, -1.65833, -4.39827], [3.56634, -4.51797, 1.27763], [-4.27375, 1.61591, 0.49197], [-0.97552, -2.31706, -5.81253], [1.28786, 0.07178, -0.69971], [-3.70278, -2.92229, -1.04247], [-0.68551, -2.01119, -4.29024], [-1.93347, 1.24400, 4.26682], [-2.29424, 2.62098, 3.72467], [2.00773, 2.06932, 4.25436], [-5.53619, 2.36062, 0.02967], [1.83900, -1.81019, 1.75729], [-3.25368, -1.77511, 4.00149], [7.43680, -1.44964, -3.45321], [-3.45812, 2.26569, 0.80916], [1.66597, -4.12351, 2.21676], [-6.37592, 2.66712, 1.98751], [4.37923, -2.00201, -1.54845], [-4.37367, 5.65418, -1.79040], [-1.29047, 0.19367, 6.09883], [0.85245, -0.14229, -1.67578], [2.55977, -1.25959, -5.20441], [-3.57256, -3.51014, 4.17089], [-0.13792, -2.81890, -6.29695], [5.02185, -1.36954, -0.10067], [-2.17902, 2.68216, 2.64252], [-2.43314, 1.53383, 6.43181], [4.18744, -4.58472, 2.17087], [-6.26156, 0.54799, 0.31173], [1.07713, 0.84992, 2.05292], [4.00713, -0.98401, -4.19345], [-5.13863, 3.87063, 1.63690], [2.18134, 3.36587, 0.68216], [-1.24310, 1.30758, -0.57696], [3.53208, 0.89061, 3.76111], [2.60080, -1.76985, -3.47890], [-1.79485, 4.20940, -0.62346], [-1.68733, -3.14094, -5.76115], [1.88891, 0.97711, -0.78458], [3.49558, 1.56779, 5.37347], [1.92354, -2.98414, -0.62076], [2.12265, 2.56521, 6.22467], [-1.59818, 0.82233, 1.09592], [1.42170, -4.63179, -0.36055], [-2.88438, -2.82529, -2.80747], [6.56578, -3.60951, -1.58563], [-5.41073, 2.84327, -0.93956], [5.24824, -3.93915, -6.17480], [-1.60461, 3.42845, 3.97067], [-0.91178, -3.92857, -3.34916], [-1.53644, -1.04114, 3.23246], [0.80245, 3.22318, 5.21621], [-4.64273, 7.03644, -0.73064], [8.04805, -2.90118, -2.00939], [-6.63492, 3.98697, 0.74984], [5.02048, -2.69193, -3.56404], [2.12020, 3.84367, 2.46443], [-4.98729, -1.73185, -2.30699], [-0.70180, 1.79843, 6.06406], [-2.62155, 6.99010, 0.36036], [0.67246, -3.66160, -3.95668], [-3.82848, 0.94644, -0.24400], [-0.49748, 2.08261, 0.81345], [-4.56011, 5.27781, -0.09426], [-1.94969, -0.58383, -3.83154], [-3.83478, -3.63331, -0.22691], [4.14892, -2.83253, -6.95077], [-3.42042, -1.34827, 0.32389], [-3.68952, 0.53730, 4.55033], [5.53395, -2.33291, -5.92892], [-1.93906, -2.15105, -0.04316], [3.23739, -5.55697, 1.25807], [2.59644, 5.44959, 2.85555], [4.14258, -4.28505, 0.38220], [-1.04754, 0.87033, 3.75340], [-1.46922, -1.50526, -6.34672], [2.13399, 4.33811, -0.79769], [-2.43797, 4.71046, 1.06310], [-0.08475, -1.98666, 3.06670], [4.73125, -0.27027, -1.40599], [-5.74192, -2.00562, -0.78947], [0.24505, -2.79184, -2.51008], [-0.25101, -0.92666, 0.24388], [7.44998, -2.89943, -0.27638], [0.02588, -1.19334, -4.17564], [-4.43492, 0.93393, 1.32686], [-2.64304, 7.07815, -2.17412], [7.15573, -0.60304, -1.35296], [-5.70145, -3.29909, -1.94098], [0.47120, -3.21208, 0.23432], [-3.28850, 2.98933, 3.97740], [2.08182, -0.67466, -0.72367], [2.98397, -3.71610, -4.95841], [-2.57147, -1.04889, -1.26200], [-0.95195, 5.17600, 0.49591]], "mulliken_charge": [-0.53, -0.57, -0.62, -0.72, -0.74, -0.55, -0.54, -0.07, -0.57, -0.61, -0.82, -0.53, -0.40, -0.32, -0.27, 0.18, -0.44, -0.20, -1.28, 0.60, -1.04, 0.50, 0.80, 0.52, 0.26, -0.85, -0.56, 3.09, 0.55, -0.85, -1.25, 0.21, -1.56, -0.87, -0.95, -1.49, -1.47, -0.71, -1.62, -0.68, -1.52, -1.60, -0.04, 0.61, 1.73, -0.77, 0.67, 0.64, 0.08, 0.19, 0.29, -0.27, 0.20, 0.39, -0.08, 0.41, 0.38, 0.33, 0.43, 0.20, 0.35, 0.54, -0.21, 0.43, 0.44, 0.34, -0.05, 0.45, 0.28, 0.14, 0.62, 0.23, -0.15, 0.30, 0.38, 0.19, 0.15, -0.18, 0.14, -0.15, 0.55, 0.38, 0.28, 0.37, 0.38, 0.33, 0.59, -0.10, 0.28, 0.43, 0.37, 0.37, 0.13, 0.24, 0.26, 0.27, 0.18, 0.27, 0.32, 0.18, -0.10, 0.31, 0.43, 0.40, 0.13, 0.38, 0.26, -0.60, 0.44, 0.21, 0.22, -0.97, 0.35, 0.19, 0.11, 0.05, 0.32, 0.34, -0.13, -1.37, 0.39, 0.31, 0.30, 0.32, 0.40, 0.33, -0.03, 0.44, 0.04, 0.34, 0.31, 0.28], "relative_energy_kcal_mol": 72.1, "smiles": "NC(N)=O.NC(N)=O.NC(N)=O.CC(C)O.CC(C)O.CC(C)O.CC(C)O.CC(C)O.CC(C)O.CC(C)O.CC(C)O.CC(C)O", "homo_lumo_gap_ev": 9.21, "charge": 0, "spin_multiplicity": 1, "fmax_ev_per_a": 6.57, "homo_ev": -9.3}